Computed, not measured: a 17-piece molecular cluster, C35H91ClN2O22S2 overall at a distorted geometry, with the ωB97M-V functional and the def2-TZVPD basis.

XYZ file:
```
153
Properties=species:S:1:pos:R:3:lowdin_charge:R:1
C -4.1085 0.1840 -0.4865 -0.008
C -2.6166 -0.1076 -0.5447 -0.371
O -1.9413 0.5242 0.5652 -0.049
C -2.2706 -1.6161 -0.5888 -0.071
C -1.5736 -1.9490 -1.8814 -0.136
C -0.3278 -1.2850 -1.9839 -0.006
C 0.4833 -1.4232 -3.0810 -0.163
C 1.7951 -0.6907 -3.1762 -0.120
C 1.6987 0.5996 -4.0190 -0.187
C 0.3762 1.3194 -3.8244 -0.220
C 0.5774 2.7869 -4.1716 -0.275
S -0.9680 3.6063 -3.8695 0.320
O -1.1163 3.8144 -2.4622 -0.336
O -2.0207 2.9042 -4.5319 -0.333
Cl -0.7826 5.4159 -4.8149 0.364
C 0.0726 -2.2855 -4.1351 -0.154
N 0.8795 -2.4222 -5.2208 0.157
C 0.4338 -3.2270 -6.1441 -0.120
C -0.7676 -3.9333 -6.0351 -0.113
N -1.5630 -3.8235 -5.0082 0.148
C -1.1606 -2.9673 -4.0297 -0.148
C -2.0063 -2.7827 -2.8927 -0.097
C -3.3262 -3.5026 -2.8651 -0.124
C -4.2561 -3.1407 -4.0388 -0.177
C -5.6417 -2.6239 -3.5906 -0.206
C -5.9440 -1.3044 -4.2940 -0.239
S -7.5670 -0.6685 -3.9511 0.576
O -7.4645 0.7577 -3.8470 -0.288
O -8.1790 -1.3912 -2.8928 -0.255
O -8.3727 -0.9835 -5.2828 -0.151
H -4.6659 -0.6871 -0.1747 0.073
H -4.4380 0.4962 -1.4695 0.076
H -4.2768 1.0084 0.1946 0.082
H -2.1983 0.3572 -1.4316 0.130
H -1.0676 0.7373 0.2262 0.073
H -1.5287 -1.7807 0.1844 0.107
H -3.1124 -2.2447 -0.3395 0.107
H -0.0248 -0.6375 -1.1783 0.111
H 2.5449 -1.3506 -3.5942 0.108
H 2.0793 -0.4035 -2.1709 0.102
H 2.5161 1.2349 -3.7104 0.100
H 1.8188 0.3289 -5.0567 0.100
H -0.3568 0.8863 -4.4922 0.122
H 0.0479 1.2510 -2.7955 0.107
H 1.3442 3.1748 -3.5136 0.115
H 0.8461 2.9460 -5.2081 0.085
H 1.0301 -3.3540 -7.0346 0.102
H -1.0646 -4.5931 -6.8347 0.104
H -3.8537 -3.3013 -1.9457 0.090
H -3.1011 -4.5648 -2.8748 0.119
H -3.7873 -2.3968 -4.6727 0.099
H -4.3969 -4.0163 -4.6566 0.105
H -6.3840 -3.3334 -3.9392 0.113
H -5.7364 -2.5231 -2.5179 0.104
H -5.8517 -1.4495 -5.3639 0.106
H -5.2024 -0.5637 -4.0195 0.105
H -8.0994 -0.3299 -5.9389 0.094
C 5.4930 0.0493 -4.7251 -0.143
O 4.2926 0.5550 -5.3043 -0.139
H 5.3837 0.1054 -3.6446 0.079
H 5.6576 -0.9929 -5.0105 0.078
H 6.3594 0.6446 -5.0255 0.075
H 4.3838 0.5043 -6.2602 0.079
C 1.4286 -3.8840 -0.3681 -0.106
O 0.6264 -2.9984 0.4260 -0.133
H 1.2137 -3.6713 -1.4131 0.076
H 2.4901 -3.7171 -0.1761 0.085
H 1.1826 -4.9218 -0.1516 0.064
H 0.8133 -3.1888 1.3505 0.092
C 1.6052 3.2287 -8.4860 -0.147
O 2.2574 2.5151 -7.4357 -0.136
H 0.9164 2.5418 -8.9695 0.079
H 1.0413 4.0788 -8.0930 0.074
H 2.3267 3.5870 -9.2240 0.076
H 2.8699 3.1224 -7.0112 0.074
C 1.8912 0.3603 1.6002 -0.136
O 2.2494 -0.3881 0.4329 -0.123
H 2.4451 1.2947 1.5942 0.096
H 0.8226 0.5845 1.6073 0.052
H 2.1511 -0.2027 2.5006 0.060
H 1.7247 -1.1940 0.4808 0.027
C 0.0500 0.5799 3.9957 -0.114
O -1.1948 1.0577 3.4787 -0.164
H 0.0340 0.7238 5.0729 0.101
H 0.1674 -0.4858 3.7779 0.090
H 0.8904 1.1343 3.5743 0.054
H -1.1943 0.9332 2.5229 0.060
C -0.2787 4.0004 1.8964 -0.117
O -0.1820 2.7898 2.6473 -0.192
H 0.7289 4.2997 1.6172 0.082
H -0.8704 3.8434 0.9888 0.081
H -0.7279 4.7886 2.4970 0.049
H -1.0796 2.5424 2.8979 -0.011
C -0.6835 7.8013 1.9652 -0.157
O -0.1549 7.0409 3.0475 -0.129
H -1.2101 7.1111 1.3103 0.074
H -1.3879 8.5574 2.3219 0.077
H 0.1112 8.2885 1.3963 0.076
H 0.3124 7.6438 3.6307 0.073
C 3.7738 -0.2697 5.0630 -0.156
O 3.1376 -0.8709 6.1846 -0.123
H 3.6884 -0.9558 4.2238 0.070
H 3.2828 0.6731 4.8043 0.072
H 4.8329 -0.0892 5.2650 0.079
H 3.2145 -0.2572 6.9204 0.045
C -3.1603 4.0841 4.4508 -0.111
O -1.9718 3.7047 3.7754 -0.154
H -3.0607 5.1273 4.7426 0.080
H -4.0357 3.9842 3.8023 0.081
H -3.3095 3.4803 5.3514 0.080
H -2.0525 2.7742 3.5138 0.053
C 3.5574 -7.3054 1.1983 -0.122
O 2.9929 -6.6678 0.0408 -0.143
H 3.0702 -6.8931 2.0778 0.090
H 3.3888 -8.3830 1.1640 0.083
H 4.6263 -7.1003 1.2570 0.060
H 3.4307 -7.0310 -0.7338 0.092
C 6.4177 -5.5413 2.7828 -0.173
O 5.3530 -5.3560 3.7091 -0.125
H 6.0697 -5.2060 1.8091 0.073
H 7.2948 -4.9537 3.0650 0.076
H 6.6939 -6.5980 2.7195 0.075
H 5.6551 -5.6483 4.5725 0.074
C -0.5609 -8.2791 0.7254 -0.157
O 0.7829 -8.4760 0.3056 -0.138
H -1.1089 -9.1972 0.5279 0.075
H -0.6141 -8.0630 1.7965 0.076
H -1.0322 -7.4627 0.1699 0.074
H 1.2781 -7.6628 0.4771 0.024
C -0.9244 9.2804 -1.9266 -0.156
O 0.3441 8.8453 -2.4079 -0.127
H -0.7948 10.2832 -1.5280 0.078
H -1.6611 9.3140 -2.7331 0.076
H -1.2915 8.6284 -1.1312 0.065
H 0.2331 7.9590 -2.7604 0.053
C -3.6902 -1.5887 4.9434 -0.159
O -2.4112 -1.8842 4.3977 -0.128
H -4.2751 -2.5049 4.9231 0.075
H -3.6090 -1.2457 5.9786 0.076
H -4.2042 -0.8277 4.3498 0.075
H -1.8960 -1.0729 4.4156 0.029
C 2.8539 0.8268 9.5532 -0.160
O 4.2423 0.8757 9.2263 -0.125
H 2.4659 -0.1343 9.2200 0.077
H 2.7066 0.9147 10.6324 0.080
H 2.3224 1.6273 9.0443 0.054
H 4.5738 1.7279 9.5197 0.066
C 1.9871 4.7460 8.1205 -0.141
O 2.5260 3.9611 9.1847 -0.139
H 1.4920 4.0676 7.4311 0.079
H 1.2554 5.4646 8.4964 0.077
H 2.7774 5.2788 7.5865 0.077
H 2.9634 4.5590 9.7962 0.076
```

E_HOMO   -8.488 eV
Lowest unoccupied orbital energy   -0.070 eV
Total energy   -4409.17385 Eh
Gap between HOMO and LUMO   8.42 eV
Charge   0